Here is the molecule C3H6N4O from OMol25. Energies are from the ωB97M-V functional and the def2-TZVPD basis.

Calculated values
SMILES = [H]/N=c1/cnn(C)n1O
energy relative to the best compared isomer or geometry (same formula, charge and spin) = 7.658 eV
E_tot = -411.92750 a.u.
HOMO = -8.98 eV
lowest unoccupied orbital energy = 0.51 eV
strongest force on any atom = 0.0955 hartree/bohr

Positions of all 14 atoms, in Å:
H: -0.65342 3.06123 -0.90835
N: -0.63123 2.12724 -1.49674
C: -0.17530 1.06488 -1.05725
C: -0.07974 -0.32039 -1.88007
N: 0.26167 -1.27097 -1.12194
N: 0.83057 -0.69695 0.11585
C: 0.12786 -1.42888 1.21570
N: 0.34186 0.65925 0.09248
O: -0.24809 0.89075 1.34847
H: -0.26539 -0.39381 -2.90373
H: 0.17163 -0.99515 2.39834
H: -1.07630 -1.67277 1.19507
H: 1.05567 -2.22091 1.03006
H: 0.34021 1.19647 1.97211



Here is a 2-piece molecular cluster, C6H16 overall from OMol25. Energies are from the ωB97M-V functional and the def2-TZVPD basis.

Calculated values
energy relative to the best compared isomer or geometry (same formula, charge and spin) = 0.338 eV
charge = +1
E_tot = -237.78752 a.u.
HOMO (alpha / beta) = -14.82 / -14.81 eV
2S+1 = 2
lowest unoccupied orbital energy (alpha / beta) = -2.82 / -10.18 eV
strongest force on any atom = 0.0393 hartree/bohr

Positions of all 22 atoms, in Å:
C: -0.58686 0.99245 -0.68520
C: -0.30445 2.23280 0.14147
C: -1.02524 1.41886 -2.13679
C: 0.63396 0.08820 -0.95794
H: -1.36691 0.47880 -0.12392
H: 0.17947 3.02643 -0.41672
H: 0.31769 1.83324 0.96900
H: -0.32028 2.05024 -2.69946
H: -1.14812 0.50881 -2.69991
H: -1.88169 2.07779 -1.96807
H: 0.80144 -0.59783 -0.12395
H: 0.54905 -0.56898 -1.83768
H: 1.51075 0.65216 -1.27717
H: -1.16991 2.60669 0.68762
C: 0.29973 -2.80016 1.31066
C: 0.84309 -1.69628 2.19612
H: 0.03939 -2.43115 0.31649
H: 1.11460 -3.49066 1.07814
H: -0.52250 -3.34497 1.76608
H: 1.16101 -1.88804 3.22282
H: 0.06957 -0.93880 2.37950
H: 1.72524 -1.19695 1.77735



Here is a 2-piece molecular cluster, C31H40N5 overall from OMol25. Energies are from the ωB97M-V functional and the def2-TZVPD basis.

Calculated values
energy relative to the best compared isomer or geometry (same formula, charge and spin) = 2.905 eV
charge = +1
E_tot = -1478.76111 a.u.
HOMO = -9.63 eV
lowest unoccupied orbital energy = -4.30 eV
strongest force on any atom = 0.0417 hartree/bohr

Positions of all 76 atoms, in Å:
C: -1.76055 -1.49462 -2.93078
N: -0.32685 -1.42094 -2.71719
C: 0.29848 -0.11898 -2.72622
C: 0.48904 -2.49894 -2.70753
N: 1.75430 -2.26567 -2.49473
C: 2.73970 -3.27191 -2.84075
C: 4.18411 -2.78528 -2.82573
C: 4.89905 -2.57981 -1.63682
C: 6.25930 -2.23264 -1.69342
C: 6.89148 -2.06051 -2.93185
C: 6.17285 -2.25281 -4.11941
C: 4.81919 -2.59216 -4.05665
N: -0.16226 -3.75811 -2.90907
C: 0.28300 -4.61029 -4.01608
C: -0.44157 -4.54790 -1.70158
H: -2.04813 -2.53423 -3.12044
H: -2.29210 -1.13459 -2.04160
H: -2.05068 -0.87065 -3.78501
H: 1.37318 -0.28709 -2.60827
H: 0.09880 0.38955 -3.67688
H: -0.07750 0.48520 -1.89732
H: 2.65969 -4.15276 -2.16916
H: 2.57894 -3.64461 -3.87383
H: 4.40184 -2.71471 -0.67534
H: 6.82844 -2.10093 -0.76724
H: 7.94192 -1.76190 -2.98049
H: 6.65360 -2.14586 -5.09660
H: 4.23489 -2.74827 -4.96637
H: 0.61793 -3.99910 -4.86426
H: 1.09980 -5.27749 -3.68670
H: -0.55784 -5.24092 -4.34377
H: -0.66929 -3.89270 -0.84937
H: -1.30481 -5.20161 -1.90033
H: 0.43180 -5.18208 -1.46309
C: -1.74378 0.57487 8.04354
N: -1.91551 -0.20239 6.84197
C: -2.04097 -1.64662 6.92417
C: -2.21434 -2.08834 5.44573
C: -2.05920 -0.83146 4.65578
C: -1.92953 0.25313 5.55991
C: -1.84182 1.57382 5.08973
C: -1.84491 1.78906 3.72661
C: -1.73299 0.70190 2.78361
C: -1.37406 0.88087 1.42264
C: -1.28348 2.14117 0.75769
C: -1.70933 2.27783 -0.60231
C: -1.65170 3.50258 -1.23470
C: -1.17718 4.63333 -0.53060
N: -1.15631 5.72572 -1.34022
C: -0.62345 7.02066 -0.99940
C: -1.58377 5.42511 -2.69291
C: -1.98087 3.92551 -2.62772
C: -0.76707 4.54805 0.80903
C: -0.72550 3.29934 1.39517
C: -1.97316 -0.61582 3.30295
H: -1.54593 1.62057 7.78942
H: -2.64420 0.52230 8.67643
H: -0.90236 0.17587 8.63175
H: -1.13614 -2.09230 7.37482
H: -2.89904 -1.93505 7.55399
H: -1.46712 -2.84570 5.18669
H: -3.20864 -2.53391 5.31448
H: -1.76674 2.39151 5.80212
H: -1.89392 2.81696 3.38004
H: -1.22900 -0.03042 0.82226
H: -2.11179 1.40773 -1.12641
H: -0.51381 7.09655 0.08579
H: 0.36353 7.17922 -1.46456
H: -1.30031 7.81367 -1.35059
H: -2.42727 6.06581 -2.99971
H: -0.76429 5.60054 -3.41180
H: -1.42705 3.36268 -3.38833
H: -3.04797 3.81728 -2.85303
H: -0.45324 5.44770 1.33116
H: -0.24884 3.19990 2.36774
H: -2.06670 -1.46390 2.62096



Here is C4H9Br3Si as an isolated structure from OMol25. Energies are from the ωB97M-V functional and the def2-TZVPD basis.

Calculated values
energy relative to the best compared isomer or geometry (same formula, charge and spin) = 0.733 eV
E_tot = -8169.25196 a.u.
HOMO (alpha / beta) = -9.88 / -8.35 eV
lowest unoccupied orbital energy (alpha / beta) = -1.06 / -2.61 eV
strongest force on any atom = 0.0773 hartree/bohr

Positions of all 17 atoms, in Å:
C: -0.82501 1.80838 0.41387
C: -1.00644 -0.43342 -1.77513
C: -0.46995 -1.01150 1.31614
C: 1.68431 0.37104 -0.20205
Si: -0.24642 0.15730 -0.16428
Br: 2.09862 1.90296 -1.13290
Br: 2.97880 -0.28365 0.91406
Br: 3.60306 -2.99514 -0.10789
H: -0.07884 2.51722 0.07806
H: -1.89236 1.98395 0.33309
H: -0.67724 1.80361 1.47007
H: -0.40872 -1.17828 -2.26842
H: -1.78148 -0.98222 -1.44792
H: -1.34947 0.19795 -2.50456
H: -0.42219 -2.16106 1.10511
H: 0.25761 -0.80973 2.23453
H: -1.46428 -0.88741 1.73822



Here is a 14-piece molecular cluster, C6H41NO14 overall from OMol25. Energies are from the ωB97M-V functional and the def2-TZVPD basis.

Calculated values
energy relative to the best compared isomer or geometry (same formula, charge and spin) = 4.643 eV
E_tot = -1361.21797 a.u.
HOMO = -9.82 eV
lowest unoccupied orbital energy = -0.07 eV
strongest force on any atom = 0.0677 hartree/bohr

Positions of all 62 atoms, in Å:
C: -1.05078 0.17734 0.15632
N: 0.28325 0.93822 0.04592
C: 1.00246 0.40185 -1.09003
O: 2.13974 -0.41327 -0.66839
C: -0.74545 -1.23003 0.75648
C: -0.92206 -2.47201 -0.16168
C: 0.36579 -3.20931 -0.51593
C: 0.31500 -4.13828 -1.69228
H: -1.72992 0.69158 0.85945
H: -1.66202 0.25327 -0.73685
H: 0.83243 0.74831 0.91912
H: 1.62445 1.23768 -1.48032
H: 0.47815 -0.33562 -1.66265
H: 2.24809 -1.18216 -1.23208
H: -1.50397 -1.29638 1.54802
H: 0.22804 -1.23374 1.23148
H: -1.41492 -3.06564 0.61542
H: -1.61017 -2.48323 -0.99962
H: 0.87393 -3.72264 0.29743
H: 1.16441 -2.45097 -0.64766
H: 0.59202 -3.64759 -2.60454
H: -0.74126 -4.55972 -1.67670
H: 0.96807 -5.02593 -1.62733
H: 3.29006 -0.39514 0.83427
H: 4.52440 0.46389 0.36710
O: 4.02507 0.17026 1.12891
H: -1.15654 2.84424 0.16824
H: -1.24270 4.30795 -0.20424
O: -1.75444 3.46882 -0.22158
H: -2.16124 0.38397 4.37298
H: -0.86941 -0.08683 3.61276
O: -1.68459 -0.38158 4.03125
H: 1.34511 -0.02867 4.82157
H: 1.23259 1.26050 4.17526
O: 0.76477 0.74476 4.85185
H: -1.05806 1.34029 -3.65626
H: -1.73602 0.09208 -3.19628
O: -1.00828 0.38246 -3.77744
H: 3.52250 2.84275 2.30965
H: 2.99890 1.66047 1.55207
O: 2.67138 2.40784 2.10080
H: -3.72681 -1.62456 2.42150
H: -2.72023 -1.55325 3.47100
O: -3.28492 -2.24306 3.02536
H: 1.17612 0.00581 -4.08076
H: 0.93277 1.41144 -4.47245
O: 1.64638 0.77164 -4.43472
H: -0.50387 2.93412 -2.49883
H: -0.52878 4.05768 -3.59015
O: -0.06878 3.27819 -3.27683
H: -2.22174 3.27148 -2.09414
H: -3.56870 2.84766 -2.02374
O: -2.98594 3.20379 -2.70353
H: -1.00948 1.89527 4.19250
H: -1.96550 1.61621 3.02208
O: -1.68090 2.31473 3.61389
H: -0.59550 -1.53505 -4.93883
H: -1.65683 -2.19135 -4.06613
O: -0.95954 -2.39784 -4.69814
H: 3.76780 0.18275 3.33251
H: 3.35584 -1.24680 3.17870
O: 3.15984 -0.45863 3.71623



Here is a 2-piece molecular cluster, C4H12 overall from OMol25. Energies are from the ωB97M-V functional and the def2-TZVPD basis.

Calculated values
SMILES = CC.CC
energy relative to the best compared isomer or geometry (same formula, charge and spin) = 1.167 eV
E_tot = -159.54210 a.u.
HOMO = -11.42 eV
lowest unoccupied orbital energy = 1.13 eV
strongest force on any atom = 0.0745 hartree/bohr

Positions of all 16 atoms, in Å:
C: 0.31932 -2.21957 1.11524
C: -0.90281 -2.41656 0.22340
H: 0.02780 -2.24307 2.15408
H: 1.14931 -3.01736 0.98332
H: 0.74453 -1.26717 0.97893
H: -0.93913 -3.43988 -0.20469
H: -1.93807 -2.27404 0.75205
H: -1.05636 -1.64542 -0.59335
C: 0.04630 1.84582 -0.16990
C: 0.59777 2.80059 -1.22055
H: -0.96874 1.45547 -0.43510
H: 0.48869 0.86074 -0.16801
H: 0.09759 2.24018 1.03754
H: -0.15437 3.37393 -1.71088
H: 1.24979 2.41328 -1.96809
H: 1.23839 3.53307 -0.77400



Here is an isolated ion of composition C4H10S2 and charge +1 from OMol25. Energies are from the ωB97M-V functional and the def2-TZVPD basis.

Calculated values
energy relative to the best compared isomer or geometry (same formula, charge and spin) = 0.718 eV
charge = +1
E_tot = -954.45723 a.u.
HOMO (alpha / beta) = -14.64 / -15.10 eV
2S+1 = 2
lowest unoccupied orbital energy (alpha / beta) = -4.06 / -7.94 eV
strongest force on any atom = 0.0402 hartree/bohr

Positions of all 16 atoms, in Å:
C: 0.61771 0.82696 -1.12522
C: 0.17669 1.98859 -2.02896
C: -0.46008 -0.23381 -0.93811
S: -1.07782 -0.26598 0.76089
S: -1.00430 -2.08999 1.56383
C: -0.04458 -1.89628 3.03396
H: 1.50740 0.44195 -1.63095
H: 1.10200 1.21686 -0.22437
H: -0.47657 2.66389 -1.47143
H: 0.99250 2.58802 -2.42113
H: -0.38584 1.59370 -2.87615
H: -1.35531 0.02977 -1.49306
H: -0.11718 -1.14941 -1.41773
H: 1.03300 -2.07532 2.96295
H: -0.14748 -0.95873 3.57785
H: -0.36016 -2.68022 3.72763



Here is C16H48BCaF6O8 as an isolated structure from OMol25. Energies are from the ωB97M-V functional and the def2-TZVPD basis.

Calculated values
charge = -1
E_tot = -2542.40326 a.u.
HOMO = -6.19 eV
lowest unoccupied orbital energy = 1.86 eV
strongest force on any atom = 0.0638 hartree/bohr

Positions of all 80 atoms, in Å:
Ca: -0.66560 -2.28209 -0.08640
B: 0.46815 0.18915 0.36556
F: 0.50529 -0.83922 1.31979
F: -0.73718 0.02974 -0.33611
F: 0.65177 1.45796 0.90175
F: 1.54001 -0.06403 -0.55199
F: -1.66831 -2.72001 1.90595
F: -2.93985 -1.61020 -0.31846
C: 5.84187 -1.04809 -1.65700
C: 4.40528 -1.00195 -1.14137
O: 3.77004 -2.30768 -1.21113
H: 6.14009 -2.04166 -1.97982
H: 6.52786 -0.74470 -0.86072
H: 6.01350 -0.31579 -2.44748
H: 3.76374 -0.31974 -1.70221
H: 4.31899 -0.69727 -0.10262
H: 3.48656 -2.44932 -2.11892
C: 2.21736 3.64578 -3.48655
C: 1.61847 2.84920 -2.35351
O: 1.09093 1.62192 -2.86305
H: 2.49618 4.63806 -3.12337
H: 1.59869 3.73380 -4.37661
H: 3.15849 3.17228 -3.78950
H: 0.79363 3.40440 -1.89267
H: 2.39068 2.64847 -1.60518
H: 0.83768 1.13807 -2.06587
C: -1.00707 -2.29685 -4.43467
C: -0.91093 -1.67336 -3.06233
O: 0.09780 -2.40756 -2.30463
H: -0.02402 -2.33873 -4.91370
H: -1.68734 -1.74636 -5.08295
H: -1.37571 -3.32144 -4.35174
H: -1.85373 -1.64042 -2.51275
H: -0.54922 -0.64629 -3.16762
H: 0.88480 -2.40415 -2.85345
C: -0.70859 6.02767 0.52386
C: -0.13568 4.71250 0.95881
O: -0.95327 3.67215 0.46479
H: -1.74870 6.14172 0.82359
H: -0.72256 6.10945 -0.56807
H: -0.08793 6.83482 0.91833
H: -0.16941 4.67350 2.06323
H: 0.92104 4.55216 0.71414
H: -0.56981 2.82578 0.73429
C: -3.13674 0.94007 -1.90878
C: -4.33681 0.36325 -2.62392
O: -4.34906 -1.05527 -2.46573
H: -2.22821 0.47893 -2.26324
H: -3.34258 0.76971 -0.85475
H: -3.14142 2.02950 -2.04685
H: -4.39335 0.59409 -3.69371
H: -5.26640 0.75341 -2.18173
H: -3.84905 -1.26892 -1.62868
C: -2.08308 1.95911 3.27294
C: -2.77715 1.27987 2.11819
O: -3.83640 0.41371 2.49625
H: -1.35380 2.71209 2.96841
H: -1.50226 1.26326 3.88775
H: -2.82677 2.41845 3.93175
H: -2.13229 0.76355 1.40591
H: -3.21381 2.05655 1.46446
H: -4.52290 0.94695 2.90586
C: 0.03464 -1.00437 4.81247
C: -0.94692 -2.11771 5.14513
O: -0.64254 -3.30730 4.43620
H: -0.24173 -0.11462 5.39580
H: 0.00059 -0.75934 3.75384
H: 1.03733 -1.26796 5.15488
H: -1.96832 -1.78363 4.93105
H: -0.90233 -2.38489 6.20522
H: -0.94753 -3.15719 3.51779
C: 1.42501 -4.42809 2.44091
C: 2.01341 -4.51135 1.04309
O: 1.53103 -3.42191 0.25187
H: 0.40020 -4.77647 2.52943
H: 1.43099 -3.39078 2.78088
H: 2.06502 -4.97122 3.14001
H: 1.66978 -5.45022 0.58943
H: 3.10105 -4.55093 1.11327
H: 2.20844 -3.18200 -0.39698